Entry 1:
{
  "formula": "C2H15NO4",
  "method": "ωB97M-V with the def2-TZVPD basis set",
  "relative_energy_kcal_mol": 9.3,
  "homo_lumo_gap_ha": 0.36278,
  "e_homo_ev": -9.232,
  "smiles": "CCN.O.O.O.O",
  "e_tot_ha": -440.90908,
  "symbols": ["C", "C", "N", "H", "H", "H", "H", "H", "H", "H", "O", "H", "H", "O", "H", "H", "O", "H", "H", "O", "H", "H"],
  "coordinates": [[1.20975, 0.31685, -2.20817], [0.18187, 1.18207, -1.50025], [-0.09880, 0.74751, -0.13753], [2.22784, 0.54194, -1.89483], [1.11613, 0.35091, -3.29108], [1.05719, -0.72793, -1.91063], [-0.74021, 1.28119, -2.07709], [0.59431, 2.20365, -1.46351], [-0.45954, 1.49647, 0.43881], [0.72312, 0.39777, 0.34277], [-3.26398, 2.56437, 0.65753], [-3.12283, 3.36320, 1.17470], [-2.85676, 2.77214, -0.18797], [1.00161, -2.46010, 1.05079], [0.03448, -2.47984, 0.98871], [1.16309, -2.36479, 1.99261], [2.89332, -0.33941, 0.77967], [2.40466, -1.18313, 0.75710], [3.81105, -0.64012, 0.84181], [-1.79259, -1.84110, 0.74479], [-2.68875, -1.66824, 1.05638], [-1.49981, -0.97792, 0.41305]]
}

Entry 2:
{
  "formula": "C15H26IO2P2Zr",
  "method": "ωB97M-V with the def2-TZVPD basis set",
  "total_charge": 3,
  "homo_lumo_gap_ha": 0.25027,
  "e_homo_ev": -18.279,
  "e_tot_ha": -1764.02782,
  "symbols": ["C", "C", "H", "H", "H", "O", "I", "Zr", "P", "C", "C", "H", "H", "H", "H", "H", "H", "C", "H", "H", "H", "P", "C", "C", "H", "H", "H", "C", "H", "H", "H", "H", "H", "H", "C", "O", "C", "C", "C", "C", "C", "C", "H", "H", "H", "H", "H"],
  "coordinates": [[-1.64219, -2.59309, -6.35486], [-1.18490, -2.89656, -4.95101], [-1.71123, -3.55894, -6.93395], [-0.91478, -1.89399, -6.82993], [-2.63279, -2.08264, -6.31319], [-0.91763, -3.92698, -4.42701], [-0.88772, -0.91041, -3.28516], [-0.29990, 0.53628, -0.80069], [-2.54302, -0.10843, 0.53397], [-2.90025, -1.11115, 1.99981], [-3.65983, 1.29511, 1.00385], [-4.62528, 0.82702, 1.25854], [-4.64498, -0.84354, -0.30854], [-3.80957, 2.01645, 0.18765], [-3.51941, -0.62567, -1.69416], [-2.44118, -0.69795, 2.90351], [-3.29381, 1.80057, 1.90340], [-3.61646, -0.98934, -0.66364], [-3.98529, -1.09901, 2.13623], [-3.39125, -2.06180, -0.63434], [-2.59625, -2.15386, 1.86523], [2.37764, 0.41088, -0.96191], [3.68461, -0.37410, 0.01984], [2.78612, -0.29604, -2.59920], [2.73714, 2.74127, -1.79537], [4.24838, 1.83809, -1.44535], [3.32643, 2.53557, -0.09453], [3.23075, 2.06365, -1.08185], [2.07955, -0.02124, -3.39033], [3.78358, 0.08306, -2.84549], [4.63195, -0.15141, -0.47998], [3.57857, -1.46386, 0.04134], [2.84345, -1.38729, -2.53112], [3.74673, 0.02047, 1.04119], [0.29195, -0.94982, 0.66690], [0.63303, -1.64131, 1.56160], [0.59223, 4.20679, 2.35687], [-0.08874, 4.21635, 1.11837], [-0.29373, 3.03943, 0.39136], [0.13147, 1.80240, 0.94484], [0.80915, 1.78714, 2.16522], [1.05485, 2.98600, 2.87006], [0.71111, 5.14151, 2.91666], [-0.50843, 5.16901, 0.75352], [-0.82439, 3.04225, -0.57025], [1.09921, 0.79472, 2.53979], [1.55948, 3.00269, 3.84800]]
}

Entry 3:
{
  "formula": "C26H86N35O18",
  "method": "ωB97M-V with the def2-TZVPD basis set",
  "multiplicity": 2,
  "relative_energy_kcal_mol": 0.0,
  "homo_lumo_gap_ha": [0.32637, 0.24223],
  "s_squared": 0.7556,
  "e_homo_ev": [-9.131, -9.131],
  "e_tot_ha": -4313.36461,
  "symbols": ["C", "C", "C", "C", "C", "C", "N", "O", "C", "C", "C", "H", "H", "H", "H", "H", "H", "H", "H", "H", "H", "H", "H", "H", "H", "H", "H", "H", "H", "C", "O", "N", "N", "H", "H", "H", "H", "C", "O", "N", "N", "H", "H", "H", "H", "C", "O", "N", "N", "H", "H", "H", "H", "C", "O", "N", "N", "H", "H", "H", "H", "C", "O", "N", "N", "H", "H", "H", "H", "C", "O", "N", "N", "H", "H", "H", "H", "C", "O", "N", "N", "H", "H", "H", "H", "C", "O", "N", "N", "H", "H", "H", "H", "C", "O", "N", "N", "H", "H", "H", "H", "C", "O", "N", "N", "H", "H", "H", "H", "C", "O", "N", "N", "H", "H", "H", "H", "C", "O", "N", "N", "H", "H", "H", "H", "C", "O", "N", "N", "H", "H", "H", "H", "C", "O", "N", "N", "H", "H", "H", "H", "C", "O", "N", "N", "H", "H", "H", "H", "C", "O", "N", "N", "H", "H", "H", "H", "C", "O", "N", "N", "H", "H", "H", "H"],
  "coordinates": [[-0.02844, -1.93538, 0.81902], [0.06102, -0.71712, 0.01572], [-0.98654, -0.75057, -1.03023], [-1.17201, 0.58021, -1.75797], [-1.37544, 1.86043, -0.80494], [-0.30741, 1.83184, 0.30630], [-0.16128, 0.44845, 0.88579], [0.68686, 0.57333, 2.09058], [-0.95723, 2.69990, 1.37333], [0.94765, 2.33641, -0.29118], [1.46519, -0.77339, -0.69180], [-0.03726, -2.78943, 0.14180], [-0.75564, -1.99589, 1.62873], [0.91481, -2.12317, 1.33198], [-1.91005, -1.06695, -0.54532], [-0.82868, -1.55010, -1.75406], [-2.14253, 0.46294, -2.24010], [-0.44297, 0.78937, -2.54082], [-2.41300, 1.97714, -0.49196], [-1.42006, 2.79925, -1.35696], [-0.46419, 2.58017, 2.33804], [-1.98026, 2.36168, 1.53809], [-1.03628, 3.73171, 1.03096], [1.17301, 2.01698, -1.30867], [1.82081, 1.96600, 0.24593], [0.92567, 3.42564, -0.25645], [1.59241, -1.74602, -1.16711], [2.33002, -0.56862, -0.06074], [1.38395, -0.00124, -1.45683], [-0.26296, 4.78535, -3.37237], [0.08681, 5.87875, -3.00594], [0.51663, 3.97792, -3.98690], [-1.48616, 4.35162, -3.30533], [1.38631, 4.38861, -4.29529], [0.34748, 3.03254, -4.29953], [-2.15106, 4.87347, -2.75243], [-1.73586, 3.49936, -3.78636], [-5.32212, -0.28944, -0.77214], [-5.00464, -1.46730, -0.78881], [-4.63892, 0.67193, -1.18482], [-6.51682, 0.10298, -0.44511], [-5.13456, 1.51245, -1.44556], [-3.67815, 0.60647, -1.48934], [-6.75291, 1.03626, -0.75068], [-7.26656, -0.55870, -0.30312], [-3.37620, 5.38444, -0.58597], [-3.98014, 5.01935, -1.62169], [-2.13198, 5.83002, -0.64312], [-3.87723, 5.57658, 0.57150], [-1.72786, 5.92696, -1.56366], [-1.74554, 5.83757, 0.29000], [-3.19522, 5.59852, 1.31614], [-4.85160, 5.37775, 0.74805], [-2.92258, -0.92493, 3.27209], [-3.52183, -1.44214, 4.21799], [-1.90073, -0.21170, 3.49386], [-3.21169, -0.94271, 1.99104], [-1.53527, -0.30280, 4.43101], [-1.23925, -0.02270, 2.75438], [-4.07150, -1.33891, 1.63911], [-2.49547, -0.56904, 1.38483], [3.59154, 3.42183, 3.08546], [4.55508, 3.89121, 3.68440], [3.58914, 2.38891, 2.28740], [2.42069, 3.88390, 3.22953], [2.74281, 2.01839, 1.87931], [4.47638, 1.94170, 2.10595], [1.65069, 3.30453, 2.92699], [2.33541, 4.63052, 3.90434], [-5.85497, 4.13473, 2.92608], [-6.09034, 4.62248, 1.85325], [-4.91802, 3.36093, 3.30906], [-6.77576, 4.13207, 3.81345], [-4.93126, 2.92597, 4.22051], [-4.16425, 3.27172, 2.64275], [-7.58653, 4.71861, 3.67662], [-6.65895, 3.63750, 4.68630], [5.68354, 0.05718, 1.77322], [5.56434, 0.76633, 0.80706], [5.15663, -1.12363, 1.84595], [6.60926, 0.29290, 2.69626], [4.99529, -1.52977, 2.75651], [4.49706, -1.26988, 1.09515], [6.81329, -0.65252, 2.98723], [7.24550, 1.06438, 2.55445], [-3.08511, -2.98909, -4.91783], [-4.18893, -3.03584, -5.32486], [-2.10999, -3.78687, -5.27228], [-2.78716, -2.04431, -4.10590], [-2.32606, -4.55857, -5.88700], [-1.13621, -3.55821, -5.13241], [-1.81189, -1.82487, -4.25011], [-3.36396, -1.25718, -3.84546], [4.07177, -4.29325, -1.25702], [4.73149, -3.51344, -1.98865], [3.86612, -5.52379, -1.56982], [3.71036, -3.94733, -0.07701], [3.42666, -6.18346, -0.94389], [4.14689, -5.74335, -2.51485], [3.35412, -4.80499, 0.32000], [3.74849, -3.00094, 0.27368], [-1.06786, 1.37033, -5.63034], [-0.01565, 1.44873, -5.07069], [-2.20853, 1.15355, -5.07305], [-1.26083, 1.52999, -6.93964], [-3.13093, 1.32390, -5.44757], [-2.08186, 1.06538, -4.07492], [-2.04003, 1.31767, -7.54617], [-0.30162, 1.68797, -7.21359], [-0.80869, 5.89710, 2.97987], [-1.96085, 5.90756, 2.56665], [0.23682, 6.37212, 2.34449], [-0.58682, 5.32567, 4.14557], [1.14048, 5.95139, 2.50722], [0.03862, 6.99770, 1.57673], [-1.35831, 4.88577, 4.62661], [0.27105, 5.37732, 4.67613], [3.15820, -1.34483, 4.51374], [4.30827, -1.75709, 4.65152], [2.42648, -0.84429, 5.50947], [2.46789, -1.25273, 3.41007], [2.52345, -1.37509, 6.36325], [1.44173, -0.68378, 5.35254], [2.82087, -1.74248, 2.60033], [1.67654, -0.66355, 3.19394], [4.24844, 0.20655, -2.75897], [4.10488, -0.43630, -3.74835], [3.86366, 1.47176, -2.63089], [5.07437, -0.17162, -1.79522], [3.35344, 1.98354, -3.33649], [4.04768, 1.86003, -1.71684], [5.46167, 0.55061, -1.20489], [5.42914, -1.10310, -1.95828], [1.42204, -2.59779, -4.89833], [0.45978, -2.91630, -5.54935], [1.63564, -1.41695, -4.47230], [2.38818, -3.38897, -4.51927], [0.88450, -0.74240, -4.50163], [2.43822, -1.27779, -3.87515], [3.33896, -3.13894, -4.28774], [2.32743, -4.36292, -4.77974], [-1.10631, -5.14750, -1.59395], [-1.01449, -5.88083, -0.64467], [-2.15146, -4.37335, -1.68235], [-0.31653, -4.98209, -2.59247], [-2.38299, -3.83476, -2.50479], [-2.85966, -4.47083, -0.96887], [-0.37542, -4.11044, -3.09929], [0.54277, -5.46356, -2.81584], [1.72828, -6.04218, 2.21725], [1.47067, -5.15690, 2.94731], [2.40592, -7.15261, 2.50149], [1.34464, -6.15714, 0.98955], [2.75762, -7.80627, 1.81654], [2.53832, -7.08475, 3.50047], [1.47096, -6.99612, 0.44159], [0.48456, -5.66001, 0.80733], [-0.08594, -3.28412, 5.35335], [-0.98701, -2.79847, 5.98548], [0.79543, -4.05737, 5.84904], [0.18629, -2.87962, 4.15696], [0.62591, -4.63714, 6.65851], [1.53167, -4.40746, 5.25281], [0.89155, -3.43153, 3.68995], [-0.33898, -2.09932, 3.78911]]
}